[1]
Entry from OMol25: the molecule C3H7N3O (ωB97M-V/def2-TZVPD).

Computed properties:
LUMO = 0.777 eV
Frontier orbital gap = 0.3587 Eh
HOMO = -8.98 eV
Net charge = 0
Spin multiplicity = 1
SMILES = ONC1=NCCN1
E = -9737.01748 eV
Energy above the lowest of the compared OMol25 structures with the same formula, charge and spin = 6.016 eV

Geometry as XYZ:
```
14
Properties=species:S:1:pos:R:3:forces:R:3
O -3.02974 0.31621 0.21972 2.0109 -0.9676 2.7936
N -1.96089 -0.46587 -0.47494 -3.1101 7.1367 -0.0645
C -0.66519 -0.11442 -0.19772 -1.0758 2.6695 0.4576
N -0.04618 -1.15189 -0.07716 6.6822 -3.1842 1.8185
C 1.47517 -0.74371 0.14432 -3.6573 -1.9677 1.5403
C 1.52850 0.67821 -0.10171 -0.4596 3.0922 2.6926
N 0.01179 1.20924 -0.01402 0.0288 -1.6529 -1.6230
H -2.84854 0.22166 1.29296 -0.4752 0.2138 -3.9969
H -2.24353 -1.36395 -0.41831 -0.1712 -3.4999 0.4343
H 2.00284 -1.25764 -0.52944 2.0905 -2.1855 -2.7595
H 1.95109 -1.02271 1.13559 -1.5093 -0.0941 -0.8523
H 1.83211 1.05566 -1.10399 0.7236 -0.4507 1.1398
H 2.20319 0.77199 0.96740 -1.5670 2.3540 -3.4143
H -0.21061 1.86722 -0.84269 0.4894 -1.4636 1.8337
```
Forces are in eV/Å.

[2]
Entry from OMol25: the molecule C27H30O6 (ωB97M-V/def2-TZVPD).

Computed properties:
LUMO = 0.028 eV
Frontier orbital gap = 0.2966 Eh
HOMO = -8.04 eV
Net charge = 0
Spin multiplicity = 1
SMILES = CC(C)=CCOc1ccc(/C=C/C(=O)c2ccc(OCC=C(C)C)cc2OCC(=O)O)cc1
E = -40769.17526 eV
Energy above the lowest of the compared OMol25 structures with the same formula, charge and spin = 0.160 eV

Geometry as XYZ:
```
63
Properties=species:S:1:pos:R:3:forces:R:3
C 3.48600 6.64367 2.80555 -0.0324 -0.0975 0.1337
C 4.31859 5.54223 3.38874 -0.0641 0.0922 0.0282
C 5.58743 5.25524 2.64596 0.0399 -0.0552 0.1605
C 3.92201 4.87747 4.46827 0.1380 -0.0683 0.0666
C 4.65705 3.74519 5.13580 -0.0500 0.2128 0.2154
O 5.26563 2.81704 4.25338 0.1077 -0.2063 -0.1432
C 4.49095 2.10398 3.40312 0.0191 -0.2798 -0.2810
C 5.17350 1.25044 2.53014 0.0610 0.2769 0.2659
C 4.48335 0.47632 1.62914 -0.3131 0.0049 -0.0156
C 3.08446 0.51497 1.55839 0.2552 0.3714 0.4222
C 2.40593 -0.32077 0.59633 -0.6292 -0.2641 -0.3752
C 1.08330 -0.43994 0.39635 0.6999 0.1947 0.2366
C 0.56501 -1.36883 -0.61856 0.0908 -0.1223 -0.2024
O 1.28803 -2.09482 -1.27391 -0.0867 0.0711 0.0511
C -0.91486 -1.34730 -0.78360 -0.1175 -0.4538 -0.2216
C -1.60482 -0.13939 -0.83715 -0.0041 -0.2786 -0.0102
C -2.96269 -0.09310 -1.05928 -0.2999 -0.0429 -0.0806
C -3.68255 -1.28012 -1.20562 0.3654 0.2125 0.0765
O -5.01171 -1.14860 -1.42608 0.1835 0.1882 0.0874
C -5.79516 -2.30811 -1.66281 -0.2542 -0.1768 -0.0588
C -5.38802 -3.13656 -2.85334 -0.0932 0.0982 0.0414
C -4.99495 -2.67440 -4.03501 -0.0125 -0.0813 -0.0479
C -4.62169 -3.61370 -5.14536 -0.1495 -0.0468 0.2010
C -4.87846 -1.22058 -4.37619 -0.1228 -0.0111 0.1336
C -3.01673 -2.49724 -1.12136 -0.1568 -0.2929 0.0454
C -1.63907 -2.53952 -0.94259 0.0770 0.4916 0.1575
O -0.93042 -3.69576 -0.86815 -0.0009 0.1303 -0.0411
C -1.58986 -4.91320 -1.07093 -0.1093 -0.1314 0.0493
C -2.28233 -5.05055 -2.42295 -0.2561 -0.2343 0.0346
O -3.19071 -5.81294 -2.62871 -0.0294 -0.1248 0.1380
O -1.76354 -4.25960 -3.34901 0.5135 0.4256 -0.3581
C 2.41578 1.37200 2.43535 0.1522 -0.2273 -0.2074
C 3.09983 2.15478 3.34239 0.0591 0.1848 0.2756
H 2.55268 6.76844 3.34811 -0.0906 0.0360 0.0093
H 3.25991 6.42614 1.76229 -0.0394 0.0421 -0.1198
H 4.03524 7.58423 2.83574 0.0319 0.0982 -0.0568
H 6.30929 4.73644 3.26915 0.0952 -0.0308 -0.0577
H 6.02733 6.18322 2.28511 0.0400 0.0626 -0.0648
H 5.37519 4.62651 1.78016 0.0379 -0.0453 -0.1035
H 2.99237 5.15303 4.94810 -0.1577 0.0898 -0.0138
H 3.97829 3.21665 5.81833 0.1005 0.0424 -0.0584
H 5.49671 4.13156 5.72624 -0.1636 -0.1192 -0.0234
H 6.25046 1.21858 2.58562 0.1227 -0.0085 0.0053
H 5.02626 -0.17713 0.96189 0.0496 -0.0737 -0.0707
H 3.04532 -0.92371 -0.03891 -0.0076 -0.0802 -0.0772
H 0.35831 0.10255 0.98277 -0.0218 0.0989 0.1067
H -1.05318 0.78430 -0.74450 0.0567 0.0907 0.0533
H -3.48975 0.84448 -1.12918 -0.0648 0.1176 -0.0110
H -6.80743 -1.91116 -1.80557 0.1378 -0.0920 0.1163
H -5.80385 -2.93819 -0.76336 -0.0110 0.0906 -0.0811
H -5.44136 -4.20555 -2.69610 0.0659 -0.1578 -0.0509
H -3.68565 -3.29936 -5.60808 0.1091 0.0053 -0.1173
H -5.38835 -3.58938 -5.92033 0.0230 0.0183 -0.1421
H -4.53685 -4.63694 -4.78637 0.0385 -0.1042 -0.0083
H -5.48768 -0.60527 -3.72139 0.0084 0.1185 -0.0152
H -3.84125 -0.89801 -4.27290 0.0864 0.0810 -0.0269
H -5.18104 -1.05377 -5.40856 0.0069 0.0414 -0.0951
H -3.57482 -3.41258 -1.22168 -0.0639 -0.0616 0.0369
H -0.80373 -5.67492 -1.02516 -0.1786 0.0658 -0.0131
H -2.32400 -5.12742 -0.28096 0.0684 0.0353 -0.2302
H -2.23160 -4.36106 -4.19424 -0.1135 -0.1718 0.2739
H 1.33864 1.43116 2.40946 -0.1144 0.0134 0.0078
H 2.54527 2.80885 3.99603 -0.0327 0.0375 0.0502
```
Forces are in eV/Å.